Entry 1:
Entry from the Open Molecules 2025 dataset: a cluster of 2 separate species, C7H12O in total (the ωB97M-V functional and the def2-TZVPD basis).

Each line ends with the Mulliken charge.
Element x y z (Å)
1 C 1.32 1.74 0.13  -0.12
2 C 0.99 1.49 -1.13  -1.13
3 C 0.29 1.77 1.22  -0.63
4 C -0.40 0.47 1.51  -0.24
5 C -0.32 -0.67 0.83  -0.15
6 C -1.25 -1.82 0.98  -0.40
7 C -2.33 -1.87 0.21  -0.67
8 H 2.38 1.85 0.38  0.30
9 H 1.67 1.32 -1.95  0.57
10 H -0.04 1.47 -1.46  0.25
11 H 0.73 2.11 2.16  0.38
12 H -0.45 2.54 0.99  0.31
13 H -1.10 0.50 2.33  0.35
14 H 0.36 -0.74 0.00  0.32
15 H -0.96 -2.67 1.60  0.33
16 H -2.56 -1.07 -0.49  0.25
17 H -3.10 -2.64 0.28  0.28
18 H 1.87 -0.52 -2.48  0.32
19 H 1.02 -1.80 -2.39  0.32
20 O 1.86 -1.47 -2.72  -0.65

The energy relative to the best compared isomer or geometry (same formula, charge and spin) comes out at 47.9 kcal per mole. The orbital gap is 10.5 eV. As for the energy: -9498.7423 eV. The value obtained for the HOMO energy is -9.587 eV. The spin multiplicity is 1.

Entry 2:
Entry from the Open Molecules 2025 dataset: a cluster of 2 separate species, CHCl3S in total (the ωB97M-V functional and the def2-TZVPD basis).

Each line ends with the Mulliken charge.
Element x y z (Å)
1 C 1.20 0.50 -0.36  0.00
2 S 1.23 -0.20 1.07  -0.18
3 Cl -1.81 -1.33 0.55  0.00
4 Cl 2.28 0.34 -1.68  -0.10
5 Cl -3.19 -0.14 1.31  -0.01
6 H 0.29 0.83 -0.89  0.29

The energy relative to the best compared isomer or geometry (same formula, charge and spin) comes out at 32.3 kcal per mole. The orbital gap is 8.4 eV. As for the energy: -49453.7481 eV. The value obtained for the HOMO energy is -9.397 eV. The spin multiplicity is 1.

Entry 3:
Entry from the Open Molecules 2025 dataset: a cluster of 3 separate species, C2H9NO4 in total (the ωB97M-V functional and the def2-TZVPD basis).

Each line ends with the Mulliken charge.
Element x y z (Å)
1 O 0.60 -0.01 0.02  -0.77
2 C -0.30 -0.82 -0.31  0.69
3 O -0.41 -1.38 -1.56  -0.44
4 C -1.45 -1.05 0.51  -0.45
5 N -2.15 0.31 0.63  -0.62
6 H 0.38 -1.31 -2.17  0.38
7 H -2.23 -1.80 0.29  0.31
8 H -1.15 -1.38 1.48  0.27
9 H -1.38 1.03 0.69  0.24
10 H -2.53 0.58 -0.28  0.29
11 H 0.81 1.47 1.00  0.46
12 H 1.37 2.03 2.42  0.31
13 O 0.74 2.17 1.56  -0.66
14 H 1.76 -0.03 -1.26  0.41
15 H 3.30 0.26 -1.20  0.28
16 O 2.63 -0.09 -1.82  -0.70

The energy relative to the best compared isomer or geometry (same formula, charge and spin) comes out at 34.6 kcal per mole. The orbital gap is 11.0 eV. As for the energy: -11899.3303 eV. The value obtained for the HOMO energy is -10.518 eV. The spin multiplicity is 1.

Entry 4:
Entry from the Open Molecules 2025 dataset: an isolated molecule of C4H4ClF (the ωB97M-V functional and the def2-TZVPD basis).

Each line ends with the Mulliken charge.
Element x y z (Å)
1 C 0.59 0.35 0.07  0.29
2 C 0.85 1.70 0.00  -0.74
3 C -0.68 -0.32 -0.03  0.58
4 C -0.93 -1.65 -0.03  -0.87
5 H 1.83 2.01 -0.13  0.32
6 H 0.03 2.26 0.24  0.30
7 H -1.93 -1.97 0.09  0.33
8 H -0.15 -2.35 0.21  0.27
9 F -1.65 0.58 -0.26  -0.25
10 Cl 2.05 -0.61 -0.16  -0.22

The energy relative to the best compared isomer or geometry (same formula, charge and spin) comes out at 10.6 kcal per mole. The orbital gap is 9.3 eV. As for the energy: -19450.9975 eV. The value obtained for the HOMO energy is -9.256 eV. The spin multiplicity is 1.

Entry 5:
Entry from the Open Molecules 2025 dataset: a structure of composition C16H13EuN4OS4Sb (the ωB97M-V functional and the def2-TZVPD basis).

Each line ends with the Mulliken spin population.
Element x y z (Å)
1 Eu 0.34 -0.01 -0.02  6.11
2 O -0.89 -0.53 1.76  -0.01
3 N -1.91 0.17 2.30  0.00
4 C -2.83 -0.49 3.08  0.00
5 C -3.92 0.15 3.59  0.00
6 C -4.10 1.53 3.32  0.00
7 C -3.13 2.19 2.56  0.00
8 C -2.02 1.54 2.05  0.00
9 S -0.80 2.33 1.12  0.00
10 H -2.63 -1.54 3.23  0.00
11 H -4.63 -0.40 4.19  0.00
12 H -4.97 2.06 3.70  0.00
13 H -3.20 3.25 2.33  0.00
14 C 4.30 1.53 -4.25  0.10
15 C 3.12 1.48 -4.99  -0.05
16 C 1.91 1.25 -4.36  0.10
17 C 1.85 1.07 -2.97  -0.11
18 C 3.05 1.12 -2.24  0.09
19 C 4.26 1.34 -2.88  -0.05
20 N 0.67 0.85 -2.27  0.35
21 N -0.41 0.96 -3.04  0.25
22 C -1.62 0.70 -2.51  -0.02
23 C -2.73 0.95 -3.36  0.08
24 C -4.00 0.72 -2.91  -0.01
25 C -4.18 0.23 -1.61  0.12
26 C -3.06 -0.01 -0.85  -0.05
27 N -1.81 0.21 -1.26  0.10
28 H 5.25 1.71 -4.75  0.01
29 H 3.15 1.63 -6.06  0.00
30 H 0.99 1.20 -4.93  0.02
31 H 3.02 0.99 -1.16  0.01
32 H 5.17 1.37 -2.30  0.00
33 H -2.53 1.33 -4.35  0.00
34 H -4.86 0.92 -3.54  0.00
35 H -5.17 0.04 -1.21  0.01
36 H -3.17 -0.40 0.16  0.00
37 S 2.96 -4.02 1.76  0.00
38 Sb 2.66 -2.37 0.21  -0.01
39 S 0.47 -2.57 -0.77  -0.03
40 S 2.63 -0.22 1.32  -0.03

The energy relative to the best compared isomer or geometry (same formula, charge and spin) comes out at 23.7 kcal per mole. The orbital gap (alpha / beta) is 4.0 / 4.0 eV. Its charge is -2. Its expectation value of S² is 15.791. As for the energy: -94021.1074 eV. The value obtained for the HOMO energy (alpha / beta) is 0.115 / 0.112 eV. The spin multiplicity is 8.

Entry 6:
Entry from the Open Molecules 2025 dataset: a structure of composition C4H7NO (the ωB97M-V functional and the def2-TZVPD basis).

Each line ends with the Mulliken charge.
Element x y z (Å)
1 C 1.34 0.28 -0.39  -0.63
2 C 0.49 -0.15 0.75  -0.58
3 C -0.90 -0.49 0.20  0.33
4 O -1.81 -0.53 1.27  -0.50
5 C -1.22 0.51 -0.92  -0.57
6 N -0.11 0.92 -1.36  -0.12
7 H 0.61 1.47 -1.74  0.30
8 H 2.10 1.06 -0.16  0.37
9 H 1.82 -0.52 -0.98  0.28
10 H 0.37 0.66 1.48  0.29
11 H 0.88 -1.03 1.27  0.32
12 H -0.87 -1.47 -0.32  0.18
13 H -2.69 -0.72 0.91  0.34

The energy relative to the best compared isomer or geometry (same formula, charge and spin) comes out at 104.3 kcal per mole. The orbital gap is 9.0 eV. As for the energy: -7795.1208 eV. The value obtained for the HOMO energy is -8.076 eV. The spin multiplicity is 1.